1.
C50H133N11O14 | the ωB97M-V functional and the def2-TZVPD basis

Output
Kohn-Sham gap (alpha / beta)	0.2838 / 0.0716	Ha
total energy	-99041.4063	eV
spin multiplicity	2
net charge	+1
<S²>	0.755
energy relative to the best compared isomer or geometry (same formula, charge and spin)	49.9	kcal per mole

Cartesian coordinates (Å):
C -9.47 -3.22 -0.11
O -9.00 -2.10 0.59
C -9.79 -0.96 0.49
C -8.86 0.26 0.78
N -8.42 0.28 2.15
C -7.28 1.19 2.34
C -5.99 0.85 1.60
O -5.56 -0.50 1.93
C -4.66 -1.09 1.03
H -10.47 -3.59 0.12
H -8.75 -4.03 -0.14
H -9.59 -2.85 -1.13
H -10.62 -1.17 1.17
H -10.23 -0.93 -0.50
H -9.43 1.18 0.64
H -8.05 0.16 0.06
H -8.20 -0.68 2.37
H -7.18 1.20 3.42
H -7.60 2.20 2.07
H -5.21 1.60 1.61
H -6.36 0.89 0.58
H -4.94 -1.01 -0.02
H -4.48 -2.16 1.09
H -3.76 -0.49 1.15
C -6.77 -5.02 7.68
O -5.48 -5.18 7.14
C -5.21 -4.09 6.23
C -4.08 -4.47 5.34
N -2.77 -4.32 5.92
C -1.78 -4.70 4.89
C -1.61 -3.70 3.69
O -0.39 -4.00 2.99
C -0.35 -3.26 1.72
H -6.93 -5.81 8.41
H -7.52 -5.20 6.92
H -7.09 -4.07 8.13
H -5.16 -3.06 6.57
H -5.97 -4.01 5.45
H -4.20 -3.84 4.46
H -4.20 -5.46 4.92
H -2.71 -4.90 6.75
H -1.88 -5.76 4.64
H -0.79 -4.75 5.34
H -1.71 -2.69 4.08
H -2.49 -3.82 3.06
H -0.94 -3.61 0.88
H 0.69 -3.31 1.38
H -0.67 -2.23 1.88
C -2.64 0.77 4.09
O -1.98 1.89 4.71
C -0.64 1.63 5.08
C 0.15 2.88 5.46
N -0.01 3.22 6.86
C 0.99 4.20 7.23
C 0.78 4.97 8.53
O 1.97 5.70 8.92
C 2.84 6.40 8.00
H -2.15 0.24 3.28
H -3.59 1.07 3.63
H -2.77 -0.01 4.84
H -0.16 1.13 4.24
H -0.62 0.92 5.91
H -0.15 3.69 4.80
H 1.19 2.66 5.22
H 0.15 2.38 7.39
H 1.03 4.94 6.43
H 1.97 3.73 7.25
H 0.36 4.39 9.35
H -0.04 5.67 8.42
H 2.51 7.41 7.78
H 2.98 5.93 7.03
H 3.73 6.66 8.56
C 3.44 -4.30 -5.52
C 4.84 -4.55 -4.84
C 4.70 -4.52 -3.28
O 4.37 -3.21 -2.87
C 3.99 -3.02 -1.52
N 5.34 -5.87 -5.31
H 3.02 -3.37 -5.15
H 2.68 -5.08 -5.53
H 3.65 -4.02 -6.56
H 5.58 -3.82 -5.19
H 5.62 -4.91 -2.85
H 3.85 -5.17 -3.05
H 3.19 -3.72 -1.25
H 3.72 -2.00 -1.27
H 4.78 -3.30 -0.82
H 6.31 -5.96 -5.04
H 5.31 -6.03 -6.31
C 6.50 1.16 -5.03
C 5.34 0.15 -4.75
C 4.95 -0.76 -5.92
O 4.38 -0.01 -6.95
C 4.43 -0.80 -8.15
N 5.72 -0.66 -3.67
H 7.28 0.60 -5.54
H 6.97 1.61 -4.16
H 6.28 1.94 -5.76
H 4.45 0.68 -4.40
H 4.24 -1.53 -5.61
H 5.75 -1.46 -6.17
H 4.07 -1.83 -8.10
H 5.45 -0.83 -8.51
H 3.85 -0.23 -8.88
H 5.00 -1.36 -3.58
H 6.53 -1.19 -3.97
C 0.13 4.41 1.21
C 0.74 5.53 0.31
C -0.21 6.73 -0.11
O -1.41 6.37 -0.80
C -2.64 6.88 -0.23
N 1.91 6.04 0.94
H -0.82 4.07 0.80
H 0.06 4.69 2.26
H 0.84 3.59 1.19
H 1.15 5.06 -0.58
H 0.30 7.44 -0.76
H -0.35 7.38 0.76
H -2.52 7.95 -0.05
H -2.86 6.45 0.75
H -3.52 6.69 -0.84
H 2.48 5.23 1.14
H 1.62 6.43 1.83
C 7.75 1.97 -0.87
C 6.21 1.83 -0.67
C 5.42 2.79 -1.46
O 5.65 4.12 -0.89
C 4.89 5.14 -1.49
N 5.79 0.46 -0.92
H 8.22 1.40 -0.07
H 8.02 3.02 -0.76
H 8.17 1.47 -1.75
H 6.05 2.02 0.39
H 4.38 2.51 -1.31
H 5.57 2.79 -2.54
H 3.82 4.96 -1.36
H 5.15 5.15 -2.55
H 5.11 6.12 -1.06
H 5.94 0.31 -1.91
H 6.52 -0.13 -0.55
C -1.39 3.63 -2.52
C -1.47 2.92 -3.85
C -2.87 2.41 -4.18
O -3.40 1.54 -3.16
C -4.78 1.27 -3.50
N -0.90 3.72 -4.91
H -0.35 3.88 -2.30
H -1.72 3.00 -1.69
H -1.96 4.56 -2.58
H -0.95 1.96 -3.82
H -2.81 1.84 -5.12
H -3.52 3.23 -4.47
H -5.29 2.23 -3.45
H -5.30 0.64 -2.78
H -4.95 0.84 -4.49
H -1.54 4.43 -5.21
H -0.05 4.18 -4.61
C 2.41 0.37 2.98
C 3.61 -0.11 2.14
C 3.61 -1.50 1.72
O 3.71 -2.34 2.89
C 3.49 -3.66 2.65
N 3.62 0.77 0.99
H 2.49 -0.13 3.95
H 1.48 0.11 2.47
H 2.37 1.45 3.14
H 4.57 0.12 2.60
H 4.48 -1.72 1.10
H 2.68 -1.71 1.20
H 3.37 -4.37 3.46
H 4.31 -4.07 2.06
H 2.60 -3.85 2.04
H 2.90 0.48 0.34
H 4.47 0.64 0.46
C 0.50 -4.64 -3.85
C -0.96 -4.43 -3.45
C -1.86 -3.41 -4.15
O -1.40 -1.99 -3.92
C -2.14 -1.10 -4.74
N -1.65 -5.70 -3.65
H 0.90 -5.50 -3.31
H 1.12 -3.80 -3.54
H 0.68 -4.99 -4.87
H -0.93 -4.19 -2.39
H -2.90 -3.51 -3.83
H -1.81 -3.64 -5.21
H -2.04 -1.30 -5.80
H -1.91 -0.03 -4.79
H -3.20 -1.14 -4.50
H -2.62 -5.46 -3.56
H -1.53 -5.92 -4.63
C -0.70 0.68 0.29
C -0.56 0.00 -1.12
C 0.61 -1.08 -1.22
O 1.87 -0.41 -1.07
C 2.37 0.25 -2.23
N -1.76 -0.78 -1.46
H -1.68 1.13 0.42
H 0.10 1.40 0.44
H -0.67 -0.08 1.08
H -0.38 0.80 -1.84
H 0.67 -1.73 -2.10
H 0.52 -1.77 -0.37
H 2.60 -0.54 -2.95
H 3.29 0.81 -2.05
H 1.58 0.95 -2.50
H -1.65 -1.21 -2.36
H -2.54 -0.17 -1.68

2.
C50H137N11O13 | the ωB97M-V functional and the def2-TZVPD basis

Output
Kohn-Sham gap	0.3273	Ha
total energy	-97073.6760	eV
spin multiplicity	1
net charge	0
energy relative to the best compared isomer or geometry (same formula, charge and spin)	33.9	kcal per mole

Cartesian coordinates (Å):
C -0.96 10.01 -0.15
C -0.38 8.60 0.07
C -0.82 7.76 -1.15
O -0.20 6.46 -1.15
C -0.93 5.46 -1.89
N 1.00 8.65 0.26
H -1.99 9.92 -0.34
H -0.50 10.53 -0.99
H -0.76 10.59 0.76
H -0.87 8.12 0.93
H -0.52 8.31 -2.03
H -1.95 7.71 -1.09
H -1.67 5.04 -1.21
H -0.24 4.68 -2.14
H -1.46 5.96 -2.75
H 1.50 8.98 -0.56
H 1.35 7.73 0.55
C 4.17 -2.29 1.44
C 5.72 -2.47 1.27
C 6.41 -2.61 2.60
O 6.20 -1.46 3.34
C 6.67 -1.69 4.66
N 5.95 -3.62 0.47
H 3.77 -2.23 0.41
H 4.13 -1.31 1.93
H 3.73 -3.09 2.06
H 5.98 -1.50 0.85
H 7.48 -2.85 2.52
H 5.91 -3.49 3.03
H 6.40 -0.80 5.27
H 7.73 -1.89 4.63
H 6.23 -2.58 5.13
H 6.99 -3.77 0.40
H 5.65 -3.37 -0.49
C 0.68 -5.39 -2.36
C 1.09 -4.17 -1.59
C 1.80 -4.45 -0.29
O 0.83 -5.10 0.55
C 1.33 -5.04 1.86
N 1.96 -3.19 -2.32
H 0.20 -5.15 -3.33
H -0.01 -5.98 -1.77
H 1.57 -6.02 -2.65
H 0.20 -3.64 -1.24
H 2.18 -3.55 0.21
H 2.66 -5.13 -0.36
H 0.62 -5.53 2.47
H 1.37 -4.01 2.20
H 2.33 -5.46 1.98
H 2.49 -3.70 -3.03
H 1.39 -2.54 -2.88
C 3.43 1.12 4.44
C 3.46 1.70 5.85
C 2.15 2.42 6.07
O 1.04 1.51 6.06
C -0.25 2.15 6.12
N 3.69 0.66 6.87
H 2.50 0.52 4.25
H 4.35 0.59 4.18
H 3.44 2.00 3.76
H 4.21 2.46 5.99
H 1.91 3.10 5.26
H 2.16 3.04 6.99
H -1.05 1.42 6.21
H -0.46 2.75 5.19
H -0.17 2.91 6.93
H 3.75 1.13 7.79
H 2.99 -0.09 6.94
C -2.51 -4.80 1.43
C -3.17 -3.51 1.92
C -4.52 -3.13 1.22
O -4.39 -3.12 -0.16
C -3.73 -2.02 -0.70
N -3.28 -3.43 3.38
H -1.54 -4.86 1.93
H -2.37 -4.82 0.36
H -2.96 -5.80 1.78
H -2.47 -2.73 1.66
H -4.79 -2.15 1.59
H -5.23 -3.92 1.45
H -3.85 -2.06 -1.77
H -2.63 -2.00 -0.47
H -4.16 -1.08 -0.34
H -3.67 -2.51 3.54
H -3.89 -4.16 3.80
C -3.63 0.88 -3.35
C -5.06 1.32 -3.37
C -5.85 0.85 -2.13
O -6.20 -0.52 -2.29
C -7.12 -1.03 -1.39
N -5.16 2.80 -3.47
H -3.11 1.38 -4.17
H -3.44 -0.17 -3.53
H -3.20 1.08 -2.38
H -5.59 0.93 -4.22
H -6.71 1.47 -2.04
H -5.15 0.95 -1.26
H -7.02 -2.11 -1.31
H -8.17 -0.78 -1.66
H -6.99 -0.63 -0.41
H -6.18 2.96 -3.45
H -4.69 3.29 -2.73
C -4.95 1.90 1.87
C -3.71 2.01 2.68
C -3.15 0.53 2.99
O -4.17 -0.28 3.58
C -4.64 0.22 4.82
N -2.69 2.66 1.93
H -5.75 1.26 2.22
H -4.59 1.55 0.90
H -5.23 2.93 1.68
H -4.05 2.52 3.59
H -2.25 0.41 3.57
H -2.92 -0.01 2.09
H -5.32 -0.58 5.20
H -5.22 1.12 4.62
H -3.82 0.39 5.51
H -3.02 3.59 1.70
H -1.85 2.74 2.44
C 1.53 1.92 -3.95
C 0.38 2.41 -4.87
C -0.26 1.18 -5.42
O -1.30 1.61 -6.26
C -1.95 0.52 -6.88
N -0.56 3.19 -4.09
H 2.20 2.72 -3.68
H 2.08 1.12 -4.38
H 1.08 1.58 -3.03
H 0.77 3.05 -5.67
H -0.70 0.57 -4.63
H 0.48 0.60 -6.01
H -1.25 -0.19 -7.31
H -2.55 1.07 -7.65
H -2.55 -0.06 -6.19
H -1.37 3.29 -4.70
H -0.82 2.53 -3.35
C 3.81 0.36 -1.22
C 4.80 -0.27 -2.20
C 6.21 0.16 -1.84
O 7.02 -0.14 -2.97
C 8.41 -0.01 -2.66
N 4.76 -1.73 -2.20
H 3.97 -0.02 -0.19
H 2.78 0.05 -1.39
H 3.85 1.43 -1.28
H 4.64 0.06 -3.25
H 6.44 -0.39 -0.92
H 6.23 1.23 -1.69
H 8.92 -0.11 -3.62
H 8.76 -0.82 -2.02
H 8.61 0.98 -2.19
H 5.39 -2.04 -2.92
H 3.81 -2.03 -2.42
C -1.34 -2.92 -4.57
C -2.08 -3.97 -5.36
C -2.96 -4.80 -4.42
O -3.63 -5.86 -5.08
C -3.23 -7.15 -4.60
N -2.72 -3.35 -6.52
H -2.01 -2.08 -4.36
H -0.42 -2.67 -5.12
H -0.96 -3.28 -3.59
H -1.29 -4.61 -5.83
H -3.71 -4.14 -4.01
H -2.39 -5.17 -3.57
H -3.47 -7.26 -3.54
H -2.13 -7.32 -4.74
H -3.83 -7.86 -5.08
H -3.03 -4.10 -7.16
H -3.61 -2.98 -6.11
C -0.64 -0.43 -1.70
C -1.13 0.55 -0.65
C -0.45 0.22 0.76
O 0.94 0.41 0.56
C 1.58 0.25 1.79
N -0.88 1.89 -1.13
H -1.14 -0.44 -2.66
H -0.70 -1.47 -1.35
H 0.42 -0.27 -1.87
H -2.20 0.34 -0.63
H -0.62 -0.84 1.00
H -0.77 0.76 1.61
H 1.19 0.94 2.52
H 2.64 0.40 1.64
H 1.46 -0.81 2.14
H 0.17 1.96 -1.18
H -1.18 2.55 -0.42
C -1.27 -1.80 5.70
C -0.20 -1.66 4.63
C 1.19 -2.26 4.95
O -0.60 -2.16 3.35
H -0.74 -1.27 6.53
H -1.52 -2.81 6.00
H -2.19 -1.28 5.49
H -0.13 -0.52 4.52
H 1.80 -2.12 4.09
H 1.17 -3.32 5.11
H 1.61 -1.78 5.84
H -1.33 -2.76 3.49
C 1.18 3.87 1.43
C 2.34 4.32 0.59
C 2.48 3.57 -0.69
O 2.20 5.77 0.38
H 1.04 4.56 2.25
H 1.35 2.87 1.83
H 0.24 3.92 0.88
H 3.19 4.23 1.26
H 3.47 3.64 -1.08
H 1.73 3.90 -1.42
H 2.20 2.51 -0.47
H 1.43 5.83 -0.20

- Look up the energy relative to the best compared isomer or geometry (same formula, charge and spin) of the first one.
  49.9 kcal per mole

- Which value of energy relative to the best compared isomer or geometry (same formula, charge and spin) does entry 1 give?
  49.9 kcal per mole

- The highest spin multiplicity belongs to which entry?
  C50H133N11O14